{"formula": "C3H4N2S", "method": "ωB97M-V with the def2-TZVPD basis set", "homo_lumo_gap_ha": [0.2377, 0.2354], "e_homo_ha": [-0.3277, -0.3248], "symbols": ["C", "C", "C", "N", "N", "S", "H", "H", "H", "H"], "coordinates": [[0.216164, -1.922208, -1.395744], [1.235233, -1.182807, -1.571266], [-0.118770, 0.264044, 1.149969], [-1.619203, 0.752947, -0.562762], [-0.849675, -0.001460, -0.041705], [2.664163, -0.495485, -1.829334], [-0.370772, -0.518168, 1.866255], [0.942008, 0.163291, 0.922032], [-0.331627, 1.259763, 1.565627], [-1.767521, 1.680084, -0.103074]], "atomic_forces_ev_per_a": [[-2.1069, -1.2333, 0.4349], [3.4135, 1.9446, -0.5264], [0.2056, 0.5077, 0.8172], [-1.2908, 0.9850, -1.1704], [0.8663, -1.4239, -0.3480], [-1.4799, -0.5981, 0.2334], [0.0124, 0.0481, 0.0329], [0.0049, 0.0226, 0.0063], [0.0089, -0.0694, -0.0124], [0.3660, -0.1834, 0.5325]], "lowdin_charge": [0.0226, -0.8544, -0.1047, 0.0961, -0.1781, 0.7096, 0.0911, 0.0662, 0.0813, 0.0704]}

---

{"formula": "C3H4N2S", "method": "ωB97M-V with the def2-TZVPD basis set", "homo_lumo_gap_ha": 0.3044, "e_homo_ha": -0.3396, "symbols": ["C", "C", "C", "H", "H", "H", "H", "N", "N", "S"], "coordinates": [[1.054829, -0.735198, -0.095329], [1.375684, -0.692176, 1.226085], [0.393861, 0.127291, 1.871334], [-2.706156, 0.074905, -0.659052], [1.270319, -1.615769, -0.845282], [1.994267, -1.222816, 1.941139], [0.474705, 0.222983, 2.866227], [0.116426, 0.199112, -0.285044], [-0.303485, 0.677978, 0.857789], [-1.041873, 0.262598, -1.582799]], "atomic_forces_ev_per_a": [[1.9096, -3.6929, -1.5141], [-0.7413, -0.5353, 2.1743], [1.6081, -0.5650, -7.2295], [3.6910, 0.1835, -1.7434], [-0.1744, 2.5385, 1.3148], [0.5544, -0.5026, -1.1039], [-0.9615, 1.2896, 3.3188], [-1.8217, -0.6566, -0.6215], [-1.5070, 2.0840, 3.5511], [-2.5572, -0.1432, 1.8534]], "lowdin_charge": [-0.1992, -0.0984, -0.0997, 0.0900, 0.1512, 0.0927, 0.0612, -0.5982, -0.0404, 0.6408]}

---

{"formula": "C3H4N2S2", "method": "ωB97M-V with the def2-TZVPD basis set", "homo_lumo_gap_ha": 0.2942, "smiles": "C=N/N=C\\C(=S)S", "e_homo_ha": -0.3300, "symbols": ["C", "C", "C", "H", "H", "H", "H", "N", "N", "S", "S"], "coordinates": [[1.674410, 0.149978, -0.219758], [0.642202, -0.684269, -0.903677], [-1.834263, -0.116663, 1.003902], [0.176264, 1.780382, -0.686477], [1.051561, -1.416855, -1.574843], [-1.939516, -1.194801, 1.222771], [-2.234800, 0.690492, 1.553579], [-0.647282, -0.669950, -0.765648], [-1.222479, 0.289792, -0.048936], [1.394278, 1.839127, -0.057502], [2.939625, -0.667235, 0.476592]], "atomic_forces_ev_per_a": [[0.3893, -0.9391, 1.0137], [-1.4356, 0.3111, 0.0795], [0.6122, -0.1650, -1.5613], [0.5987, 0.3303, 0.3883], [0.0029, -0.4116, -0.0621], [0.1434, 0.7075, 0.2084], [-0.7783, 0.2847, 0.9469], [2.2335, -0.8467, -1.5491], [-0.5904, -0.0662, 1.7100], [-0.3472, -0.0364, -0.4960], [-0.8284, 0.8313, -0.6785]], "lowdin_charge": [-1.2071, -0.2573, 0.0059, -0.0917, 0.0945, 0.0926, 0.0546, -0.0063, -0.1167, 0.7926, 0.6388]}

---

{"formula": "C3H4N2S2", "method": "ωB97M-V with the def2-TZVPD basis set", "homo_lumo_gap_ha": 0.3124, "smiles": "S=C1CSN=CN1", "e_homo_ha": -0.3234, "symbols": ["C", "C", "C", "H", "H", "H", "H", "N", "N", "S", "S"], "coordinates": [[0.995860, -0.190720, -0.163995], [0.146958, -1.376673, 0.181969], [-1.015088, 1.300185, -0.059037], [0.182268, -1.629167, 1.252676], [0.512607, -2.184637, -0.437086], [-1.254732, 2.387254, 0.142091], [1.010421, 1.764078, -0.226861], [-1.960298, 0.480078, -0.020762], [0.350425, 0.980247, -0.212633], [2.641117, -0.350050, -0.168424], [-1.609536, -1.180596, -0.287934]], "atomic_forces_ev_per_a": [[0.4319, -0.8451, 1.2114], [-0.7839, -0.0260, -0.2542], [0.4875, 1.0803, 0.8057], [0.4011, 0.1827, -0.4202], [0.0220, -0.4591, 0.2258], [0.5972, -1.2662, -0.4652], [-0.5546, -0.2347, -0.1647], [-0.3219, -1.2251, -0.2879], [0.5977, 1.9758, -0.2444], [-0.6750, 0.3049, -0.3359], [-0.2021, 0.5126, -0.0702]], "lowdin_charge": [-0.8956, -0.4834, -0.2968, 0.0873, 0.0621, 0.1427, 0.1311, -0.2964, 0.0080, 0.6705, 0.8705]}

---

{"formula": "C3H4N2S2", "method": "ωB97M-V with the def2-TZVPD basis set", "homo_lumo_gap_ha": 0.3000, "smiles": "C=N/N=C\\C(=S)S", "e_homo_ha": -0.3346, "symbols": ["C", "C", "C", "H", "H", "H", "H", "N", "N", "S", "S"], "coordinates": [[-0.686252, 0.614146, -1.384291], [0.143620, 1.276312, -0.317267], [0.209046, -1.113714, 1.725571], [0.862801, -1.163771, -1.278591], [0.132326, 2.399252, -0.380019], [-0.498565, -0.605515, 2.377357], [0.327563, -2.136867, 1.843754], [0.786632, 0.797875, 0.665406], [0.866382, -0.565528, 0.791769], [-0.117494, -0.852064, -2.129993], [-2.026059, 1.349874, -1.913696]], "atomic_forces_ev_per_a": [[0.5602, -0.1246, 0.2760], [-0.2570, 1.4463, -0.1995], [-0.2629, 1.5091, -0.4065], [0.1859, 0.0976, 0.2150], [-0.0134, -1.2132, 0.0197], [0.1329, 0.2869, -0.0314], [0.2327, -1.8482, 0.2017], [-0.1802, -0.4176, -0.1681], [0.0269, 0.1968, 0.3637], [-0.3696, 0.0387, -0.2825], [-0.0553, 0.0282, 0.0117]], "lowdin_charge": [-1.2156, -0.2685, -0.0090, -0.1331, 0.1161, 0.0861, 0.0473, 0.0173, -0.0919, 0.7799, 0.6714]}

---

{"formula": "C3H4N3", "method": "ωB97M-V with the def2-TZVPD basis set", "charge": 1, "homo_lumo_gap_ha": 0.3783, "e_homo_ha": -0.5719, "symbols": ["C", "C", "C", "N", "N", "N", "H", "H", "H", "H"], "coordinates": [[-1.642760, 1.727794, 0.146054], [0.740117, -0.226704, -0.702931], [-0.202343, -1.148439, 1.444643], [0.132008, -0.850324, 0.280250], [-0.832929, 1.377437, -0.643979], [0.145904, 0.796478, -1.304528], [1.686023, -0.475685, -1.191697], [-0.712518, -1.997352, 1.559520], [0.027743, -0.513574, 2.417944], [0.658755, 1.310369, -2.005277]], "atomic_forces_ev_per_a": [[0.6599, -0.3094, -0.8091], [-0.9161, -0.4959, 1.1337], [2.2362, 4.1151, 1.5114], [1.9823, 0.7232, -1.6919], [-1.5813, 1.0896, 0.7300], [0.5127, -0.2571, 0.2613], [-0.1571, -0.6915, 0.7169], [-2.3324, -3.3018, 0.6247], [-0.1439, -1.1397, -2.2152], [-0.2604, 0.2674, -0.2616]], "lowdin_charge": [0.1444, -0.0236, 0.1514, 0.1209, -0.0699, 0.0632, 0.1800, 0.0669, 0.1791, 0.1877]}

---

{"formula": "C3H4N3", "method": "ωB97M-V with the def2-TZVPD basis set", "charge": 1, "homo_lumo_gap_ha": 0.3211, "smiles": "[H]/N=C/N=[N+]=C=C", "e_homo_ha": -0.5850, "symbols": ["C", "C", "C", "N", "N", "N", "H", "H", "H", "H"], "coordinates": [[-1.513468, 0.850919, -0.002496], [0.400273, -0.744713, -0.131307], [1.694713, -0.889989, -0.035882], [-1.804308, -0.555800, -0.111136], [-0.778600, -1.210206, -0.025139], [-0.303274, 1.165523, -0.084557], [-2.361691, 1.343395, 0.204131], [2.336625, -0.223351, -0.427263], [2.229819, -1.782960, 0.484159], [0.099914, 2.047182, 0.129492]], "atomic_forces_ev_per_a": [[3.3984, -1.2802, -0.9694], [1.1593, 2.2147, 0.7505], [-0.5287, -4.0130, 2.1090], [-1.1627, -0.4009, 0.7201], [-0.4776, -1.6113, -0.6329], [-0.4566, -2.2918, -0.4238], [-2.7277, 2.4459, 0.6709], [1.9881, 2.7985, -0.9263], [-1.4307, 1.1505, -1.3216], [0.2383, 0.9875, 0.0235]], "lowdin_charge": [-0.0793, -0.0755, 0.2160, 0.1419, 0.0938, 0.2342, 0.1103, 0.0596, 0.1703, 0.1288]}

---

{"formula": "C3H4N3", "method": "ωB97M-V with the def2-TZVPD basis set", "charge": 1, "homo_lumo_gap_ha": 0.2799, "e_homo_ha": -0.5629, "symbols": ["C", "C", "C", "N", "N", "N", "H", "H", "H", "H"], "coordinates": [[-2.002529, 0.446342, 0.012823], [0.045836, -0.077035, -0.030766], [1.354840, 0.437109, 0.021042], [-1.328218, 1.424996, -0.012369], [-2.047355, -0.852027, 0.016396], [-0.747667, -1.111114, -0.009279], [2.020219, -0.122772, -0.652697], [1.755957, 0.472625, 1.041777], [1.364354, 1.468957, -0.361536], [-0.415438, -2.087081, -0.025388]], "atomic_forces_ev_per_a": [[1.3994, -0.9566, 0.0283], [-2.3929, 0.9255, -0.0965], [1.2285, 0.7482, 0.1912], [1.3888, -0.2446, -0.0174], [-1.9047, -1.0827, -0.0317], [0.7389, 0.7206, 0.0053], [-0.1402, -0.1034, 0.0484], [-0.0830, -0.1354, -0.1191], [-0.1179, -0.1678, -0.0344], [-0.1170, 0.2962, 0.0259]], "lowdin_charge": [-0.1473, 0.0377, 0.0133, 0.2787, 0.0968, 0.0891, 0.1389, 0.1287, 0.1379, 0.2262]}

---

{"formula": "C3H4N3O2", "method": "ωB97M-V with the def2-TZVPD basis set", "charge": -1, "homo_lumo_gap_ha": 0.2955, "e_homo_ha": -0.1437, "symbols": ["C", "C", "C", "N", "N", "N", "O", "O", "H", "H", "H", "H"], "coordinates": [[-0.121181, 2.438099, 0.069939], [1.598350, -0.235598, -0.013665], [-1.757460, -0.997777, -0.057033], [-1.159392, 2.751905, -0.281894], [-0.454582, -1.086393, -0.098495], [0.286278, -0.017004, 0.079541], [2.390441, 0.674982, -0.074589], [1.945079, -1.584094, -0.141370], [0.878249, 1.957035, 0.398777], [-2.266176, -1.855074, -0.028907], [-2.243606, -0.055941, 0.150781], [0.904002, -1.990135, -0.003084]], "atomic_forces_ev_per_a": [[2.7512, -1.1107, 1.0443], [-0.4423, -2.9748, -1.0114], [3.3624, 2.9067, 0.3354], [-1.0742, 0.8375, -0.3350], [-1.5067, -1.0542, 0.5450], [-1.1613, 0.8097, 0.1526], [1.4454, 0.8924, 0.4393], [-2.3720, 0.2260, 0.8836], [-1.7789, 1.3887, -0.8607], [-1.9809, -3.2620, -0.2748], [-0.0275, 0.2748, -0.0860], [2.7848, 1.0660, -0.8325]], "lowdin_charge": [-0.1664, -0.7049, -0.0580, -0.0086, -0.1349, -0.0673, -0.0123, -0.0654, 0.0629, -0.0208, 0.0406, 0.1349]}

---

{"formula": "C3H4N3O3", "method": "ωB97M-V with the def2-TZVPD basis set", "charge": 1, "homo_lumo_gap_ha": [0.2603, 0.2604], "e_homo_ha": [-0.4961, -0.4961], "symbols": ["C", "C", "C", "N", "N", "N", "O", "O", "O", "H", "H", "H", "H"], "coordinates": [[0.558660, 0.744564, 0.553284], [0.708329, -0.786453, -1.059286], [-0.685515, 0.452031, 0.516086], [1.421705, 0.030905, -0.293250], [-0.566424, -0.805764, -0.866324], [1.948970, -1.372536, 2.007950], [1.413056, -1.156986, 3.001231], [2.208333, -1.156821, 0.945414], [-1.680926, 0.682596, 1.314575], [1.146310, 1.444634, 1.178740], [1.253848, -1.550925, -1.718963], [-1.424162, -1.121906, -1.330932], [-2.278782, 1.275419, 0.838742]], "atomic_forces_ev_per_a": [[4.3730, 0.9090, 0.0126], [1.1432, -2.0389, -1.3259], [-1.1863, -2.6501, -2.0830], [-0.9295, 1.3973, -0.8360], [-2.2562, 2.9799, 3.3884], [-0.5253, -0.6217, 4.8715], [-0.4638, 0.1042, -0.1222], [2.3916, -1.1009, -3.8427], [-0.8327, -0.0904, -0.9078], [-1.2151, -0.2469, -0.1412], [-0.9768, 1.4220, 0.7321], [1.0950, -0.2365, -0.1307], [-0.6171, 0.1733, 0.3850]], "lowdin_charge": [-0.1097, -0.2284, -0.1744, 0.0202, 0.1976, -0.0751, 0.3099, 0.2624, 0.1535, 0.1620, 0.1793, 0.1496, 0.1529]}